# 1
61
Properties=species:S:1:pos:R:3 method="wB97M-V/def2-TZVPD" homo_ha="-0.6340 / -0.6539" total_charge=+3 energy_ev=-89445.043 multiplicity=6 homo_lumo_gap_ha="0.1252 / 0.1461" s_squared=9.151 largest_force_ev_per_a=8.76
C -2.00461 -5.23283 0.00021
C -2.82158 -4.05974 0.80149
C -2.09947 -2.58628 0.80736
C -0.49506 -2.63972 1.27782
N 0.48143 -2.52976 0.14510
C 0.55738 -1.18811 -0.51602
O 0.06840 -1.09629 -1.89069
C -0.40138 -2.35915 -2.45293
C 0.82732 -3.37463 -2.96178
C -0.07417 0.07393 0.31017
C 0.33380 1.56612 -0.25576
C -0.05416 2.59697 1.00672
O 0.86420 2.48698 2.15446
C 1.39548 3.79612 2.56917
C 2.11469 3.54401 4.05433
C 2.73425 1.99765 4.12001
C -0.67362 2.04092 -1.49519
C -2.13811 2.64002 -1.11331
C -2.95537 3.04149 -2.45812
C -2.29354 2.77997 -3.89343
N -0.96855 2.23805 -4.30203
C -0.26480 1.88823 -3.03821
C 1.92745 1.77522 -0.56666
S 2.32944 3.47797 -1.33889
O 2.52610 0.69798 -1.42510
S 2.43045 -0.80403 -0.62775
O 3.08513 -0.78849 0.80869
O 3.21839 -1.86047 -1.43620
H -0.92891 -4.88574 -0.33187
H -2.57346 -5.63679 -0.96068
H -1.84803 -6.12672 0.76796
H -3.93218 -4.02597 0.38772
H -2.88709 -4.39897 1.94398
H -2.26260 -1.95301 -0.17175
H -2.63430 -1.96381 1.67467
H -0.37324 -3.74712 1.71151
H -0.27679 -1.93960 2.20764
H 1.45065 -2.81770 0.42086
H -1.21912 -2.92612 -1.81761
H -0.96189 -2.07482 -3.47004
H 1.36918 -3.87173 -2.02288
H 1.60767 -2.75869 -3.62309
H 0.33416 -4.26725 -3.55520
H 0.17621 0.06734 1.45893
H -1.26264 0.01188 0.22770
H -1.11892 2.27133 1.43999
H -0.07164 3.69842 0.58361
H 2.29333 4.10651 1.84956
H 0.60433 4.66282 2.58282
H 2.95594 4.32759 4.27578
H 1.23398 3.54982 4.85241
H 3.15625 1.64337 3.07730
H 1.90384 1.20818 4.43105
H 3.63010 1.90512 4.88562
H -2.61371 2.78795 -0.05807
H -4.03025 3.52169 -2.37548
H -2.98369 3.07098 -4.82618
H 0.81150 1.40275 -3.22713
H 2.62088 1.74853 0.40631
H 3.21163 3.13984 -2.38751
Fe -3.03067 2.14778 1.35863

---

# 2
82
Properties=species:S:1:pos:R:3 method="wB97M-V/def2-TZVPD" homo_ha=-0.3964 energy_ev=-107757.683 e_above_lowest_kj_mol=79.6 smiles="CCOS(C)(=O)=O.CCOS(C)(=O)=O.CCOS(C)(=O)=O.CCOS(C)(=O)=O.CCOS(C)(=O)=O.C[N+](=O)[O-]" homo_lumo_gap_ha=0.3948 largest_force_ev_per_a=1.85
C -14.43864 -26.62906 -33.38323
N -15.15386 -27.83957 -33.84870
O -16.18422 -28.13053 -33.25740
O -14.66610 -28.48059 -34.76583
H -14.92812 -25.72845 -33.73652
H -13.44387 -26.60093 -33.82256
H -14.32488 -26.67922 -32.30760
O -11.39930 -25.57001 -33.99780
S -10.52884 -25.02001 -34.98256
O -9.12259 -25.19924 -34.83496
O -10.93828 -25.61206 -36.36403
C -10.12948 -25.26941 -37.51908
C -10.74703 -25.93757 -38.71377
C -10.84920 -23.29478 -35.12015
H -9.09956 -25.57092 -37.33789
H -10.13723 -24.18376 -37.63948
H -10.40836 -25.47863 -39.64701
H -11.83372 -25.86697 -38.73361
H -10.46964 -26.98716 -38.81786
H -11.87476 -23.11374 -34.79795
H -10.76759 -22.93876 -36.14175
H -10.16834 -22.78659 -34.44435
O -13.27946 -23.26387 -32.68965
S -13.96423 -23.65250 -31.49971
O -15.20527 -24.32105 -31.56234
O -13.02924 -24.56846 -30.62884
C -11.60062 -24.49454 -30.82883
C -10.90683 -24.81254 -29.52248
C -14.16827 -22.26918 -30.44416
H -11.30014 -23.52925 -31.25541
H -11.31866 -25.14566 -31.65864
H -10.76181 -25.89117 -29.44760
H -11.52954 -24.47162 -28.69606
H -9.92291 -24.36192 -29.41191
H -13.19869 -21.84305 -30.17989
H -14.63000 -22.55020 -29.50142
H -14.76224 -21.52865 -30.97510
O -20.60839 -27.14945 -30.47585
S -20.57055 -27.23631 -31.89528
O -21.02896 -28.41464 -32.54799
O -21.45023 -26.08239 -32.49582
C -21.36002 -24.76942 -31.86637
C -21.84294 -23.77025 -32.87630
C -18.93512 -26.85774 -32.46261
H -20.31254 -24.61811 -31.59667
H -21.96549 -24.79702 -30.96455
H -21.05932 -23.25989 -33.43787
H -22.31531 -22.93175 -32.35197
H -22.55656 -24.22254 -33.55856
H -18.79659 -25.80083 -32.67166
H -18.80912 -27.39593 -33.39914
H -18.28969 -27.23571 -31.67656
O -20.09293 -29.79082 -36.39277
S -19.96850 -30.95548 -35.61292
O -19.59813 -32.19149 -36.21127
O -18.85218 -30.63030 -34.52257
C -18.39031 -31.69286 -33.68812
C -16.89327 -31.58397 -33.50292
C -21.38595 -31.09573 -34.58180
H -18.64307 -32.66803 -34.10981
H -18.90301 -31.67013 -32.71978
H -16.63797 -30.53788 -33.31483
H -16.33684 -31.83333 -34.40688
H -16.54001 -32.17734 -32.66186
H -21.22685 -31.68529 -33.68974
H -22.20150 -31.41210 -35.22970
H -21.57259 -30.04361 -34.36121
O -9.16486 -32.28189 -32.58483
S -8.44880 -31.05044 -32.52991
O -7.04724 -31.02103 -32.73752
O -9.05855 -30.04432 -33.58921
C -10.49363 -29.96409 -33.66564
C -10.88788 -28.55320 -33.85972
C -8.79536 -30.21051 -30.99690
H -10.98066 -30.35343 -32.76540
H -10.86398 -30.61317 -34.45832
H -11.96376 -28.45108 -34.04147
H -10.52907 -28.15710 -34.81530
H -10.61690 -27.87290 -33.05825
H -9.59346 -30.74645 -30.48550
H -9.13748 -29.21699 -31.27217
H -7.91958 -30.20241 -30.35942

---

# 3
30
Properties=species:S:1:pos:R:3 method="wB97M-V/def2-TZVPD" homo_ha=-0.3102 energy_ev=-13746.210 e_above_lowest_kj_mol=44.0 smiles=CCc1ccc(O)cc1.CCC homo_lumo_gap_ha=0.3405 largest_force_ev_per_a=1.23
C -2.13189 0.83692 1.32372
C -0.92887 0.11963 1.94287
C -3.28710 1.12464 2.28926
H -2.54612 0.17501 0.56004
H -1.82065 1.76641 0.85594
H -0.86327 -0.92407 1.63119
H 0.04866 0.45274 1.61273
H -3.59499 0.17306 2.73967
H -4.16051 1.45649 1.72629
H -1.02071 0.06970 3.02328
H -2.98130 1.74355 3.13655
C -0.49964 -0.68582 -2.03719
C -0.17833 -1.30045 -3.40342
C 0.71552 -0.41623 -1.19258
C 1.14967 0.88511 -0.95847
C 1.38569 -1.40676 -0.46835
C 2.17585 1.20099 -0.07427
C 2.49525 -1.14175 0.30420
C 2.90012 0.18069 0.51090
O 4.01824 0.36817 1.27337
H -1.01674 0.24943 -2.19873
H -1.12020 -1.41884 -1.53630
H 0.57781 -2.08586 -3.34513
H 0.70875 1.67015 -1.55945
H 1.10844 -2.44479 -0.56773
H 2.46537 2.24545 0.01923
H 3.05014 -1.89612 0.83138
H 4.09272 1.28863 1.56112
H 0.33196 -0.61990 -4.09977
H -1.07388 -1.66619 -3.90035

---

# 4
115
Properties=species:S:1:pos:R:3 method="wB97M-V/def2-TZVPD" homo_ha=-0.4335 total_charge=+2 energy_ev=-172771.058 e_above_lowest_kj_mol=83.7 homo_lumo_gap_ha=0.2511 largest_force_ev_per_a=0.53
Sc -1.58086 0.78653 -0.90508
B -1.35543 2.01730 2.18616
N -2.53649 2.84447 1.65572
C -3.23787 3.83416 2.21825
C -4.15222 4.29659 1.29056
C -3.91677 3.51338 0.16418
N -2.93805 2.62411 0.38487
N -0.11216 2.36331 1.28601
C 1.01670 2.97504 1.64163
C 1.80957 3.16431 0.51815
C 1.05651 2.63076 -0.51895
N -0.10793 2.16219 -0.05480
H -1.08440 2.31807 3.32575
H -1.64857 0.85214 2.05256
H -3.03906 4.13814 3.23309
H -4.87010 5.09024 1.40551
H -4.41318 3.57745 -0.78743
H 1.18098 3.24357 2.67259
H 2.78216 3.62216 0.46377
H 1.30046 2.55400 -1.56624
C -3.63199 -3.46045 2.56074
C -2.65149 -3.40901 1.58132
C -2.63162 -2.35415 0.68090
C -3.61170 -1.38121 0.75736
C -4.60800 -1.42735 1.71873
C -4.60635 -2.46839 2.62962
N -3.55665 -0.33261 -0.22778
N -4.66063 0.04257 -0.62411
C -4.67713 1.06831 -1.61164
C -5.92572 1.40544 -2.08146
C -6.01987 2.40238 -3.04501
C -4.86024 3.01486 -3.47319
C -3.64276 2.60586 -2.93653
N -3.54838 1.64230 -2.02920
H -3.64585 -4.27719 3.27075
H -1.90446 -4.18971 1.51159
H -1.89080 -2.30746 -0.10856
H -5.35221 -0.64282 1.76628
H -5.37009 -2.50864 3.39481
H -6.79069 0.89092 -1.68718
H -6.98265 2.69510 -3.44164
H -4.87762 3.80527 -4.21091
H -2.71840 3.07697 -3.23743
F 0.74177 -1.27610 5.43918
C 1.26173 -1.68911 4.26410
C 0.71060 -1.23001 3.10511
C 1.19774 -1.67670 1.87511
C 0.58073 -1.20245 0.63624
O -0.34051 -0.37430 0.69871
C 1.11400 -1.74472 -0.57097
C 2.15411 -2.62086 -0.51656
N 2.75147 -3.02776 0.62190
C 3.83551 -3.99095 0.56224
C 4.88330 -3.81938 -0.48841
C 5.21874 -3.55085 0.94737
C 2.25937 -2.58549 1.85035
C 2.82091 -3.02718 3.05256
C 2.33457 -2.59478 4.27501
N 2.94544 -3.04756 5.46935
C 3.21064 -4.46942 5.63301
C 4.61170 -4.63306 6.22706
N 4.90925 -3.39756 7.04801
C 3.67411 -2.94977 7.78279
C 2.67693 -2.40178 6.75258
C 0.55970 -1.37578 -1.90085
O 1.09193 -1.73970 -2.92916
O -0.53169 -0.67116 -1.82865
H -0.12103 -0.53339 3.12837
H 2.55436 -3.02269 -1.43821
H 3.53367 -5.00061 0.81219
H 4.80734 -2.96298 -1.14419
H 5.26388 -4.71537 -0.95612
H 5.34319 -2.51561 1.23676
H 5.84521 -4.25762 1.47540
H 3.67637 -3.68624 3.02029
H 3.16795 -4.98680 4.68099
H 2.46041 -4.93629 6.28084
H 5.38707 -4.70139 5.46756
H 4.68421 -5.49015 6.89334
H 5.19459 -2.64980 6.41354
H 5.68318 -3.57102 7.68911
H 3.95585 -2.19420 8.51107
H 3.30615 -3.82532 8.31251
H 2.81121 -1.32783 6.64502
H 1.66770 -2.57538 7.13154
C -3.20018 -1.74223 -3.38857
O -2.61193 -0.44956 -3.26554
C -2.00648 0.07907 -4.35821
C -2.22377 -0.40916 -5.63535
C -1.57556 0.16484 -6.72018
Br -1.89374 -0.51614 -8.44541
C -0.71459 1.21905 -6.54765
C -0.49503 1.72825 -5.26665
C -1.14499 1.17065 -4.16259
O -0.94662 1.70098 -2.91337
C 0.42612 2.85240 -5.06085
N 0.62069 3.40846 -3.88527
C 1.53837 4.43814 -4.08258
C 2.08151 5.35337 -3.18339
C 2.97947 6.27565 -3.68131
C 3.33348 6.29405 -5.04219
C 2.79639 5.39524 -5.94162
C 1.89096 4.47330 -5.42803
N 1.16418 3.44907 -6.02593
H -2.51134 -2.42957 -3.88004
H -4.14037 -1.69247 -3.93952
H -3.39212 -2.08802 -2.37678
H -2.89209 -1.24043 -5.79913
H -0.21916 1.64666 -7.40837
H -0.23442 2.45286 -3.01212
H 1.79416 5.35112 -2.13927
H 3.41679 7.00741 -3.01527
H 4.03863 7.03532 -5.39360
H 3.06239 5.41718 -6.99041
H 1.17786 3.20469 -7.00060